{
  "formula": "C37H43NO2PYb",
  "method": "ωB97M-V/def2-TZVPD",
  "symbols": ["H", "H", "H", "H", "C", "C", "H", "C", "C", "H", "C", "C", "C", "H", "C", "H", "O", "C", "H", "C", "O", "H", "C", "C", "C", "C", "C", "H", "H", "H", "H", "C", "C", "C", "H", "H", "H", "N", "C", "P", "C", "H", "H", "Yb", "H", "H", "C", "H", "H", "H", "C", "H", "H", "H", "C", "H", "C", "H", "H", "H", "C", "H", "H", "C", "H", "H", "C", "H", "C", "C", "H", "C", "C", "H", "H", "C", "H", "C", "C", "H", "H", "C", "C", "C", "H"],
  "positions_angstrom": [[4.821569, -5.015658, -2.709495], [1.905294, -4.116059, 0.738786], [4.995428, -2.649758, 0.914607], [-3.256189, 3.463910, -4.030940], [2.907176, 0.727471, -0.265066], [-5.004622, 2.007521, 1.193250], [0.981876, -3.237032, -1.981639], [1.218085, 2.257293, 0.016458], [3.929006, -2.450548, 0.796672], [1.766220, -0.569027, 2.816393], [3.883421, -5.566562, -2.532693], [-3.961304, 4.607596, -0.379762], [2.232913, 0.868352, -1.514816], [5.075877, -2.055612, -1.531569], [2.273056, -4.000123, -0.308442], [1.974852, -7.768359, -3.454256], [2.612381, -2.130306, -1.319679], [-3.535467, 1.733648, 3.095885], [0.706449, -2.397868, -0.420001], [4.677076, -3.068338, -1.434408], [2.734582, -4.770800, -2.937143], [0.965086, -5.753939, -3.173658], [-3.458732, 3.780342, -3.009057], [-1.233844, 4.042487, 2.913709], [-4.618621, 1.342164, 3.878639], [1.908823, -5.628968, -3.717795], [-0.255161, 6.123742, 1.328100], [0.514735, 6.967183, 3.171483], [-0.444098, 0.940311, 3.014184], [3.425228, -2.956207, 1.626329], [0.551233, 2.243121, -2.126742], [-3.729214, 2.137750, 1.767085], [-2.861099, 3.095948, -1.948001], [-0.403379, -0.060006, 2.594728], [-2.543908, 1.706846, 3.541664], [-7.078567, 1.548296, 1.526211], [4.409394, -3.275951, -2.466259], [-1.426765, 1.432415, 0.232943], [-1.007331, -2.093760, 1.698114], [-2.322769, 2.624354, 0.721140], [3.937854, -6.916609, -3.244451], [4.781500, -6.910545, -3.943939], [3.857284, 0.217939, -0.101208], [-0.093771, -0.152790, -0.021409], [4.111303, -7.698757, -2.500135], [-6.755435, 1.015904, 3.946600], [-0.517836, 5.089140, 3.497382], [2.529126, 0.387306, -2.450412], [-1.597307, 3.249878, 3.554131], [0.620762, 3.049181, 0.467587], [0.769973, -0.851460, 2.482126], [-5.217405, 6.126321, -1.245386], [-2.538484, -0.520136, 2.080637], [3.759875, -1.377128, 0.894030], [-4.310473, 4.861686, -2.758792], [2.486731, 1.626588, 1.756364], [1.447101, -2.934152, -1.053777], [-4.782689, 5.384042, -3.592769], [-2.193342, 2.246555, -2.109891], [-4.145111, 4.933790, 0.645882], [1.202814, 1.844247, -1.347302], [-1.609935, -2.923837, 1.329371], [-1.126836, 5.081072, -0.332511], [-5.904204, 1.300563, 3.325555], [-4.450402, 1.068170, 4.922603], [1.035772, -2.987215, 1.893570], [3.477322, -2.994929, -0.540967], [5.460074, -3.724050, -1.058555], [2.576530, -7.003677, -3.940359], [-6.090000, 1.610187, 1.974286], [1.631669, -5.138044, -4.658971], [-4.559973, 5.279969, -1.446664], [-1.499070, -0.827414, 2.106448], [3.843610, -5.741320, -1.440633], [-5.156015, 2.236525, 0.136685], [0.390345, -2.115423, 1.960289], [2.656506, -7.226144, -5.003962], [-0.969115, 5.074033, 0.745016], [-1.488978, 4.033449, 1.535478], [2.240001, -4.950568, -0.821861], [-0.338456, 5.077232, 4.572081], [2.233416, 1.533015, 0.696681], [-0.036949, 6.139880, 2.709220], [-3.126701, 3.513361, -0.640069], [0.130229, 6.928297, 0.697045]],
  "atomic_forces_ev_per_a": [[-0.6899, -0.3099, -0.0921], [0.8849, -0.0336, -0.8086], [0.0256, 0.1421, 0.1136], [-0.0900, 0.1162, 0.1716], [-0.6383, -0.0085, -0.1852], [0.0238, 0.1251, 0.3199], [-0.1806, -0.2016, -0.2296], [0.2686, -0.1254, 0.1759], [0.1519, 0.1223, 0.8900], [-0.2956, -0.0901, -0.1843], [0.7967, 0.1613, 0.7170], [-0.0534, -0.0058, -0.6062], [0.1235, 0.0785, 0.3696], [0.0286, 0.1422, 0.6072], [-0.7949, 0.3660, -0.0442], [-0.0903, -0.1192, -0.2086], [-1.1566, 0.0746, 0.6799], [-0.4075, 0.0489, 0.0390], [0.2605, -0.4752, -0.1333], [0.5786, -0.2528, -0.6965], [1.4809, -1.6486, -0.6873], [-0.0171, -0.0826, 0.0209], [-0.0895, 0.1088, 0.1213], [0.2071, 0.4708, -0.1522], [-0.1844, -0.0354, -0.1374], [-0.9576, 0.0206, -0.1383], [-0.0779, -0.1667, 0.1290], [-0.2341, -0.3770, -0.2105], [0.0139, -0.1668, -0.2638], [0.0458, 0.2321, -0.0510], [0.2406, -0.1212, 0.2430], [-0.1932, -0.2705, 0.1660], [-0.3578, 0.4024, 0.1617], [-0.0233, -0.5000, -0.1580], [-0.2884, -0.0550, -0.1824], [0.1444, -0.0223, 0.0970], [-0.0611, -0.2067, 0.2370], [-1.4169, 0.6340, -0.0882], [0.0456, 0.2952, 0.0004], [0.8426, -1.3323, -1.1391], [-0.0225, 0.5922, -0.2005], [-0.2919, -0.1765, 0.0219], [-0.6034, -0.0420, -0.1264], [1.4395, 2.4202, 2.0355], [-0.1144, -0.0363, -0.3080], [0.2446, 0.0587, -0.1998], [0.0205, 0.1053, -0.2367], [-0.1446, 0.2060, 0.3940], [0.0960, 0.1959, -0.1106], [0.1757, -0.5418, -0.2480], [-0.3878, -0.3162, 0.0546], [0.1583, -0.2036, -0.1356], [0.2445, 0.0052, -0.0912], [-0.0010, -0.2396, -0.0657], [0.1054, -0.1172, 0.0299], [-0.0446, 0.0587, -0.4810], [0.5514, 0.4515, -0.1860], [0.1501, -0.1401, 0.2339], [-0.2034, 0.2714, 0.1075], [0.0610, -0.1164, -0.2563], [-0.0347, -0.3546, 0.2891], [0.1847, 0.2312, 0.1213], [0.0199, -0.0639, 0.2418], [0.1730, 0.0552, -0.0748], [-0.1190, 0.0456, -0.3322], [-0.2005, 0.4118, -0.1042], [-0.6201, 0.2589, 0.1243], [0.1112, -0.0380, -0.1107], [-0.1302, 0.1313, 0.1704], [0.2582, -0.0827, 0.2448], [0.3296, 0.0332, 0.0900], [0.1393, -0.1770, 0.1135], [0.2296, -0.1851, 0.2420], [-0.0764, 0.2170, -0.4046], [0.0397, -0.0213, 0.3679], [0.1468, 0.2780, -0.0759], [0.0040, -0.0961, 0.0975], [0.0124, 0.1215, 0.3299], [0.3877, 0.0615, 0.3423], [0.1398, 0.0073, 0.1464], [-0.0300, 0.0536, -0.2515], [-0.0557, 0.1334, -0.6744], [-0.0134, -0.1039, 0.0048], [-0.0764, -0.0201, -0.2214], [-0.1183, -0.2663, 0.2293]],
  "orbital_gap_ev": [6.47, 6.51],
  "spin_multiplicity": 2,
  "homo_ev": [-6.58, -6.61]
}

=====

{
  "formula": "C2H7NO2P",
  "method": "ωB97M-V/def2-TZVPD",
  "symbols": ["O", "N", "C", "P", "H", "H", "H", "H", "H", "C", "H", "O", "H"],
  "positions_angstrom": [[0.272680, -1.429039, -0.310764], [-1.879060, 0.278734, -0.503594], [0.500316, 0.689927, 0.951529], [-0.703927, -0.778942, 0.711428], [-1.288885, 0.850237, -1.082118], [-2.272518, -0.382685, -1.144375], [2.198792, -1.215304, 0.440913], [1.055484, 0.467265, 2.008435], [1.891816, -0.865889, -1.564620], [1.531321, -0.705824, -0.474541], [-2.664420, 0.837522, 0.109688], [1.303500, 0.641321, -0.142723], [0.054898, 1.612681, 1.000747]],
  "atomic_forces_ev_per_a": [[0.4906, -0.2642, -1.1961], [-1.2119, 0.8063, 2.5469], [0.7092, -3.0228, 3.4335], [-0.9802, 1.4412, 1.1946], [0.1507, 1.0495, -0.0961], [-0.9906, -0.4824, -0.2526], [-1.1156, 1.2790, -2.8535], [-0.9701, 0.4698, -2.3644], [-0.4264, 0.5123, 2.1763], [2.2705, -1.2808, 1.3525], [2.4551, -1.6677, -2.3447], [0.7548, -1.0845, -1.9707], [-1.1360, 2.2442, 0.3745]],
  "orbital_gap_ev": 10.91,
  "total_charge": 1,
  "spin_multiplicity": 1,
  "homo_ev": -14.77,
  "smiles": "[NH3+]P1COCO1"
}

=====

{
  "formula": "C17H21N3OS",
  "method": "ωB97M-V/def2-TZVPD",
  "symbols": ["C", "H", "H", "C", "H", "H", "C", "C", "H", "C", "H", "C", "H", "C", "S", "N", "H", "O", "H", "H", "H", "C", "H", "C", "N", "C", "H", "C", "C", "H", "H", "H", "H", "H", "C", "H", "H", "C", "N", "H", "C", "C", "C"],
  "positions_angstrom": [[-2.041514, 3.531381, -0.110418], [-0.246606, 1.151558, -0.460007], [0.079734, 0.197218, 1.883756], [2.168214, -0.023525, 1.495109], [1.253490, -2.838325, 0.037074], [0.158003, 0.166167, -1.866288], [-3.228332, -1.819894, 0.021752], [1.323152, -1.920478, -0.548059], [-1.570129, 4.470686, 0.098707], [-2.806733, 3.104464, -1.148876], [2.435496, 0.203654, 2.533345], [1.867366, 0.934494, -0.786964], [3.092925, -1.973874, 1.537487], [-1.042700, -1.457282, -0.086553], [-4.832186, -1.702659, 0.343649], [-2.589050, -2.790039, -0.667792], [-3.577112, 0.043818, 1.544423], [-1.880532, 2.549709, 0.796022], [-3.753315, 1.102285, -1.444770], [-1.887135, 0.355093, 2.016855], [0.658729, -1.464657, 2.072222], [-2.558866, 1.472355, 0.338342], [-3.097566, 3.668228, -2.010816], [2.834056, -0.104528, -1.350153], [-1.259239, -2.562361, -0.728643], [0.737429, -0.562199, 1.461439], [-3.004694, -3.599388, -1.096871], [-3.148194, 1.760924, -0.856633], [0.339523, -0.882292, 0.014573], [3.853038, 0.287899, -1.332281], [1.040458, -2.163726, -1.572223], [3.430374, -2.130553, -0.915093], [1.562801, 2.005546, 1.063890], [3.255633, 1.662727, 0.697451], [2.748709, -1.376004, -0.508398], [1.919085, 1.849070, -1.388214], [4.156700, -0.680991, 0.976291], [-2.560074, 0.230590, 1.167528], [-2.226683, -0.951051, 0.408325], [2.578173, -0.327523, -2.388053], [0.438777, 0.393781, -0.835473], [2.244079, 1.253373, 0.658990], [3.134725, -1.063656, 0.935338]],
  "atomic_forces_ev_per_a": [[-0.2380, 0.3246, -0.7067], [-0.0777, 0.0649, -0.0317], [-0.0536, 0.0008, 0.0456], [0.0926, 0.0762, 0.2644], [-0.0226, -0.0773, -0.0089], [-0.0670, -0.0097, -0.0371], [0.1035, -0.3146, -0.1413], [0.1325, 0.0690, -0.0105], [0.0974, 0.0945, 0.1192], [0.3367, 0.2583, 0.3336], [-0.0376, -0.0189, -0.0654], [0.0369, 0.2302, -0.1532], [0.0415, -0.0527, 0.0464], [0.2563, -0.3423, -0.2008], [-0.9335, -0.0195, 0.0749], [-0.0747, 0.9006, 0.5344], [0.3028, 0.0203, -0.0217], [0.1340, -0.2256, 0.4429], [-0.1505, -0.2245, -0.0700], [-0.0858, -0.0661, -0.0917], [-0.0503, -0.0355, 0.0535], [-0.4960, -0.2894, -0.5918], [-0.0225, 0.1925, -0.1565], [-0.0265, 0.0009, 0.0444], [0.6572, -0.2069, -0.1953], [0.0814, 0.0219, 0.0219], [-0.0267, 0.1319, 0.0858], [0.2304, -0.2620, 0.5822], [-0.1230, -0.0514, -0.0679], [0.0644, 0.0186, -0.0439], [-0.0023, -0.0533, -0.0172], [-0.0598, 0.0232, 0.0185], [-0.0134, 0.0685, 0.0315], [0.0460, 0.0532, 0.0200], [0.1235, -0.1277, -0.0611], [-0.0180, -0.0588, 0.0361], [0.0682, -0.0070, 0.0326], [0.0425, 0.5533, 0.3488], [-0.3713, -0.7287, -0.3336], [0.0234, -0.0002, -0.0780], [0.1424, 0.0819, -0.0009], [-0.0188, -0.0319, -0.0204], [-0.0442, 0.0185, -0.0313]],
  "orbital_gap_ev": 8.59,
  "spin_multiplicity": 1,
  "homo_ev": -7.94,
  "smiles": "S=c1[nH]nc([C@]23C[C@H]4C[C@H](C[C@H](C4)C2)C3)n1Cc1ccco1"
}